# 1
This record from OMol25 describes a 2-piece molecular cluster, CH7NOS overall at a distorted geometry. The level of theory is the ωB97M-V functional and the def2-TZVPD basis.

Summary:
Highest occupied orbital energy ... -9.19 eV
LUMO energy ... 1.02 eV
Structure (SMILES) ... NCO.S
Calculated total energy ... -570.44929 a.u.

CARTESIAN COORDINATES (ANGSTROEM)
N: 0.623 -2.314 -1.539
C: -0.105 -1.210 -2.089
O: 0.799 -0.207 -2.517
H: 1.500 -2.545 -1.968
H: 0.650 -2.356 -0.537
H: -0.760 -0.827 -1.316
H: -0.632 -1.666 -2.922
H: 0.454 0.265 -3.281
S: -0.779 3.307 4.865
H: -0.079 3.352 6.005
H: -1.671 4.200 5.298

Force components x, y, z for each atom (eV/Å):
N -0.47 -0.33 0.75
C 0.97 -1.06 -0.16
O 0.16 0.34 -0.10
H 0.11 0.18 -0.16
H 0.33 0.17 0.06
H -0.42 0.04 -0.01
H -0.53 0.73 -0.40
H -0.14 -0.06 0.02
S 0.07 -0.09 -0.08
H -0.02 0.02 0.01
H -0.05 0.07 0.06

Mulliken population analysis, charges in e, atoms 1 to 4: N -0.512; C -0.160; O -0.543; H 0.199

---

# 2
This record from OMol25 describes a 10-piece molecular cluster, C24H68N4O10 overall at a distorted geometry. The level of theory is the ωB97M-V functional and the def2-TZVPD basis.

Summary:
Highest occupied orbital energy ... -9.53 eV
LUMO energy ... 0.32 eV
Structure (SMILES) ... NC(N)=O.NC(N)=O.CC(C)O.CC(C)O.CC(C)O.CC(C)O.CC(C)O.CC(C)O.CCO.CCO
Calculated total energy ... -1926.64946 a.u.

CARTESIAN COORDINATES (ANGSTROEM)
N: 2.784 -0.179 1.595
C: 3.052 -1.460 1.244
N: 3.185 -2.278 2.349
O: 3.114 -1.840 0.075
H: 2.915 0.046 2.560
H: 2.876 0.483 0.840
H: 3.260 -3.270 2.219
H: 3.149 -1.840 3.249
N: -1.332 0.479 -0.399
C: -0.374 0.225 0.513
N: -0.030 -1.092 0.523
O: 0.141 0.969 1.360
H: -1.420 -0.215 -1.120
H: -1.800 1.387 -0.424
H: 0.562 -1.385 1.279
H: -0.270 -1.732 -0.215
C: -4.541 3.619 -0.644
C: -3.218 4.248 -0.308
C: -3.230 5.175 0.894
O: -2.253 3.172 -0.336
H: -4.913 2.846 0.030
H: -4.572 3.224 -1.662
H: -5.425 4.266 -0.652
H: -2.959 4.908 -1.143
H: -3.512 4.711 1.838
H: -3.983 5.948 0.726
H: -2.279 5.698 1.004
H: -1.443 3.593 -0.646
C: 3.828 -2.503 -2.805
C: 2.501 -3.163 -2.970
C: 2.712 -4.641 -3.369
O: 1.668 -3.159 -1.805
H: 4.441 -2.619 -3.697
H: 4.277 -2.903 -1.893
H: 3.768 -1.436 -2.578
H: 1.929 -2.706 -3.787
H: 3.186 -4.611 -4.359
H: 1.856 -5.302 -3.503
H: 3.427 -5.172 -2.738
H: 2.193 -2.706 -1.106
C: 3.348 4.316 3.280
C: 2.162 3.330 3.262
C: 0.839 4.085 3.023
O: 2.389 2.356 2.277
H: 3.435 4.930 4.180
H: 3.275 5.083 2.507
H: 4.271 3.739 3.216
H: 2.098 2.921 4.276
H: 0.522 4.567 3.953
H: 0.061 3.372 2.746
H: 0.912 4.931 2.339
H: 1.535 2.078 1.905
C: -3.960 0.397 1.391
C: -3.086 0.642 2.666
C: -2.902 2.114 2.976
O: -3.881 0.119 3.754
H: -4.993 0.666 1.623
H: -3.913 -0.683 1.240
H: -3.665 0.864 0.460
H: -2.152 0.087 2.649
H: -3.835 2.589 3.289
H: -2.612 2.700 2.102
H: -2.114 2.355 3.691
H: -4.766 0.470 3.628
C: -2.033 -0.252 -3.870
C: -1.562 -1.695 -3.617
C: -0.960 -2.372 -4.822
O: -0.634 -1.627 -2.536
H: -1.306 0.527 -3.678
H: -2.998 -0.031 -3.409
H: -2.303 -0.214 -4.930
H: -2.386 -2.341 -3.295
H: -1.660 -2.339 -5.658
H: -0.777 -3.424 -4.591
H: -0.007 -1.941 -5.134
H: -0.059 -2.395 -2.412
C: 1.822 1.555 -2.124
C: 1.997 1.738 -3.654
C: 2.051 0.455 -4.500
O: 0.812 2.408 -4.130
H: 2.775 1.215 -1.717
H: 1.055 0.787 -2.000
H: 1.563 2.520 -1.695
H: 2.876 2.378 -3.728
H: 2.693 0.648 -5.366
H: 1.123 0.234 -5.025
H: 2.423 -0.431 -3.982
H: 0.061 2.078 -3.633
C: -0.584 -5.537 -1.254
C: -0.840 -5.035 0.184
O: -2.216 -5.206 0.500
H: -1.025 -6.520 -1.380
H: 0.503 -5.614 -1.292
H: -0.915 -4.757 -1.937
H: -0.421 -4.070 0.493
H: -0.244 -5.667 0.861
H: -2.287 -5.095 1.453
C: 0.503 0.039 4.598
C: 0.913 -1.003 5.609
O: 1.830 -1.954 5.082
H: 0.020 0.867 5.112
H: -0.058 -0.341 3.743
H: 1.425 0.356 4.101
H: 0.015 -1.591 5.834
H: 1.205 -0.454 6.505
H: 1.368 -2.713 4.725

Force components x, y, z for each atom (eV/Å):
N 0.62 -1.21 -0.85
C -0.04 -0.11 0.68
N -0.05 0.28 -1.19
O 0.12 -0.15 0.33
H -0.05 0.91 -0.08
H -0.12 0.33 0.54
H 0.12 0.06 0.13
H -0.12 -0.50 0.45
N 0.13 1.15 0.05
C 0.33 -0.91 0.75
N 0.28 -0.47 0.30
O -1.01 0.63 -0.58
H -0.31 0.06 -0.27
H 0.41 -0.43 -0.18
H 0.20 0.01 -0.27
H -0.05 0.04 0.02
C -1.79 -0.21 -0.34
C -0.41 0.27 -0.86
C -0.05 -0.05 0.38
O 0.08 1.00 0.32
H 0.71 -0.28 0.19
H 0.45 -0.28 0.10
H 0.52 0.73 0.16
H -0.06 -0.08 -0.14
H 0.20 -0.23 -0.02
H 0.01 -0.01 -0.22
H 0.08 -0.17 0.11
H 0.22 -0.36 0.20
C 0.25 0.75 0.88
C -1.20 -1.90 -0.55
C 0.85 0.13 -1.00
O 0.57 0.69 0.24
H 0.12 -0.22 0.13
H 0.46 -0.28 -0.33
H -0.28 0.02 -0.20
H 0.01 0.17 0.06
H 0.05 -0.12 -0.03
H -0.43 0.51 0.33
H -0.08 0.25 0.32
H -0.50 -0.09 0.00
C -0.02 -0.01 0.18
C -0.18 1.93 0.19
C 0.10 0.03 0.74
O 0.13 0.13 0.02
H -0.36 -0.40 0.33
H 0.12 -0.45 -0.49
H 0.09 0.16 -0.27
H 0.02 -0.57 -0.11
H 0.00 -0.20 0.14
H -0.10 0.17 -0.22
H 0.13 -0.40 -0.51
H -0.07 -0.26 0.07
C 0.77 -0.65 0.70
C -1.93 0.83 -0.08
C 0.72 1.03 -0.89
O 0.64 -0.71 0.12
H -0.03 0.11 -0.05
H -0.30 -0.02 -0.19
H 0.19 0.26 0.18
H -0.01 0.02 -0.06
H -0.11 -0.31 0.26
H 0.14 -0.35 -0.26
H -0.20 -0.40 0.36
H -0.02 0.00 0.10
C -1.06 -0.88 -1.08
C 0.35 0.18 0.63
C 0.22 -0.27 -0.26
O -0.04 0.56 0.45
H 0.22 -0.18 0.20
H 0.28 0.07 0.57
H 0.24 0.27 -0.08
H -0.31 0.31 -0.04
H 0.04 -0.01 -0.03
H 0.03 -0.02 -0.02
H -0.07 0.21 0.04
H 0.19 -0.26 -0.21
C 0.44 -0.64 -1.34
C -1.67 -0.59 0.96
C 1.20 0.16 -0.52
O 0.57 1.16 -0.24
H -0.12 -0.14 0.27
H -0.05 0.10 0.53
H -0.13 -0.09 0.15
H -0.19 0.16 -0.84
H 0.38 -0.13 0.19
H -0.42 0.05 0.72
H -0.05 0.11 0.02
H 0.03 -0.12 0.14
C 0.62 1.28 1.62
C 0.57 -1.52 0.46
O 0.11 0.45 0.13
H -0.24 0.15 -0.19
H -0.01 -0.03 -0.53
H -0.15 -0.41 -0.42
H -0.48 0.53 -0.92
H -0.15 -0.45 -0.12
H -0.27 0.02 -0.05
C 1.04 -0.13 -0.74
C -2.18 -0.67 -0.59
O 1.24 0.54 0.27
H -0.14 0.10 -0.33
H -0.48 -0.06 0.35
H -0.01 0.64 0.26
H -0.04 0.30 0.59
H 0.83 -0.70 0.10
H -0.29 0.08 0.09

Mulliken population analysis, charges in e, atoms 1 to 4: N 0.020; C 0.236; N -0.312; O -0.614

---

Please write out number 1 again, unchanged.
This record from OMol25 describes a 2-piece molecular cluster, CH7NOS overall at a distorted geometry. The level of theory is the ωB97M-V functional and the def2-TZVPD basis.

Summary:
Highest occupied orbital energy ... -9.19 eV
LUMO energy ... 1.02 eV
Structure (SMILES) ... NCO.S
Calculated total energy ... -570.44929 a.u.

CARTESIAN COORDINATES (ANGSTROEM)
N: 0.623 -2.314 -1.539
C: -0.105 -1.210 -2.089
O: 0.799 -0.207 -2.517
H: 1.500 -2.545 -1.968
H: 0.650 -2.356 -0.537
H: -0.760 -0.827 -1.316
H: -0.632 -1.666 -2.922
H: 0.454 0.265 -3.281
S: -0.779 3.307 4.865
H: -0.079 3.352 6.005
H: -1.671 4.200 5.298

Force components x, y, z for each atom (eV/Å):
N -0.47 -0.33 0.75
C 0.97 -1.06 -0.16
O 0.16 0.34 -0.10
H 0.11 0.18 -0.16
H 0.33 0.17 0.06
H -0.42 0.04 -0.01
H -0.53 0.73 -0.40
H -0.14 -0.06 0.02
S 0.07 -0.09 -0.08
H -0.02 0.02 0.01
H -0.05 0.07 0.06

Mulliken population analysis, charges in e, atoms 1 to 4: N -0.512; C -0.160; O -0.543; H 0.199